Density functional theory data (ωB97M-V/def2-TZVPD) for a cluster of 14 separate species, C47H78O36 in total.

Structure (XYZ):
```
161
C47H78O36 ωB97M-V/def2-TZVPD
C 12.48235 19.63200 4.20690
O 13.17245 19.53730 2.95685
H 13.14222 19.26100 4.99894
H 12.29489 20.67297 4.47311
H 11.56284 19.06984 4.10078
H 13.86920 20.19698 2.91459
C 4.83291 21.01823 7.41127
O 4.01210 22.05396 7.94213
H 5.89570 21.21021 7.53960
H 4.58094 20.05877 7.87078
H 4.63950 20.93592 6.33572
H 3.23496 21.64021 8.32182
C 7.11763 16.28989 9.47673
O 6.04227 16.05233 10.35235
H 6.89377 17.11121 8.79981
H 8.05390 16.47145 10.01692
H 7.37663 15.43698 8.82818
H 6.33004 15.42385 11.01945
C 10.72118 12.24591 6.72794
C 11.59752 13.14109 5.92614
C 11.01611 13.54738 4.55744
O 11.15710 14.96351 4.53316
C 11.57166 15.42305 5.73707
O 11.58982 16.56981 6.04845
O 11.82321 14.40227 6.57767
H 9.83185 12.84609 6.94710
H 11.10978 11.98086 7.71074
H 10.39439 11.35012 6.20528
H 12.60760 12.75297 5.76483
H 9.95228 13.30772 4.51294
H 11.56567 13.05200 3.76182
C 10.62829 16.62421 1.70811
C 10.48054 17.78473 0.78154
C 9.52307 17.58866 -0.40968
O 8.81509 18.81420 -0.46621
C 9.07169 19.57218 0.62903
O 8.46798 20.55033 0.89560
O 9.88225 18.89590 1.48623
H 11.15907 16.77584 2.64612
H 11.23309 15.84423 1.23561
H 9.63549 16.24534 1.95973
H 11.42218 18.16838 0.38140
H 8.82067 16.76424 -0.28028
H 10.14187 17.43232 -1.29088
C 4.60880 24.16150 4.93931
C 6.03476 23.65247 4.90415
C 6.52604 23.38206 3.47412
O 7.61464 24.30878 3.30435
C 7.85287 24.95851 4.44349
O 8.77281 25.68378 4.65282
O 6.96352 24.59578 5.41114
H 3.91373 23.35324 4.71959
H 4.43815 25.02566 4.29450
H 4.38166 24.51865 5.94846
H 6.03187 22.69856 5.42208
H 5.80840 23.36132 2.65783
H 7.02995 22.41046 3.42651
C 7.06159 12.53375 1.64637
C 5.93782 13.24082 2.36534
C 5.96370 14.77517 2.09187
O 4.65211 15.07008 1.66843
C 3.93513 13.93551 1.49904
O 2.83001 13.87272 1.09323
O 4.73049 12.84928 1.72388
H 8.05961 12.80426 1.98874
H 6.97057 12.78482 0.58550
H 6.93515 11.44917 1.63436
H 5.92587 13.09505 3.44512
H 6.69745 15.00534 1.31876
H 6.21281 15.27501 3.02616
C 4.17514 10.15643 4.75340
C 5.58480 10.30550 5.24463
C 6.73251 9.94795 4.31364
O 7.74522 10.88041 4.73505
C 7.16317 11.91852 5.36321
O 7.71575 12.91158 5.71744
O 5.85035 11.68678 5.52882
H 3.93273 9.09334 4.66031
H 3.97631 10.66568 3.81084
H 3.45696 10.50689 5.49581
H 5.63534 9.71742 6.16739
H 6.48970 10.04702 3.25588
H 7.10974 8.94447 4.49284
C 5.98447 18.14157 2.38102
C 4.67540 18.84136 2.13192
C 4.16073 19.74950 3.25535
O 4.22972 21.05988 2.69046
C 4.56277 20.99406 1.37778
O 4.67224 21.94423 0.67979
O 4.76782 19.71273 1.00206
H 6.78569 18.83465 2.64155
H 6.25002 17.60242 1.46556
H 5.93175 17.34640 3.12703
H 3.91456 18.08721 1.91663
H 4.77041 19.65629 4.15390
H 3.10493 19.58654 3.46823
C 7.78362 22.88454 9.16611
C 8.33862 23.19811 7.78317
C 9.28836 24.39496 7.76758
O 10.37164 23.95774 6.93630
C 10.19555 22.67263 6.59319
O 10.93428 22.07243 5.87650
O 9.12315 22.13884 7.21756
H 8.58229 22.77649 9.90325
H 7.17666 21.98300 9.11766
H 7.21529 23.75215 9.50474
H 7.42769 23.32808 7.19741
H 9.67176 24.64007 8.75581
H 8.79651 25.23304 7.27554
C 4.15453 12.68960 8.75799
C 3.58644 13.80924 7.94404
C 4.61994 14.89162 7.57478
O 4.53309 14.97655 6.13315
C 3.70866 14.03232 5.65599
O 3.50528 13.79230 4.50971
O 3.07807 13.39740 6.67204
H 4.77656 13.13954 9.54064
H 4.80725 12.00743 8.20955
H 3.43067 12.07630 9.29374
H 2.77880 14.31733 8.47568
H 5.62237 14.55727 7.83812
H 4.43780 15.92121 7.86654
C 10.35538 22.22721 2.79380
C 11.69303 22.63345 2.24867
C 12.05652 21.96946 0.90072
O 12.59039 23.05465 0.13904
C 12.44273 24.22149 0.80175
O 12.85144 25.26612 0.41988
O 11.76952 24.01748 1.95366
H 9.52565 22.30538 2.08583
H 10.01286 22.94839 3.53943
H 10.31921 21.21356 3.18209
H 12.45756 22.32683 2.97128
H 11.14181 21.62098 0.41116
H 12.77566 21.15753 0.91759
C 11.81034 17.96385 8.91276
C 10.98165 19.13374 8.42614
C 9.61006 19.21985 9.13242
O 9.66951 20.45904 9.83214
C 10.83723 21.08757 9.60492
O 11.13886 22.11938 10.10189
O 11.63423 20.33930 8.81414
H 12.15498 18.19264 9.92294
H 12.74454 17.93459 8.34666
H 11.28613 17.02336 8.77061
H 10.84561 19.07781 7.34643
H 9.39734 18.44734 9.87019
H 8.81320 19.24566 8.38497
C 7.44610 16.44373 5.64517
C 8.42709 17.58558 5.79113
C 9.21069 18.01452 4.53783
O 8.77209 19.36030 4.34083
C 7.89610 19.74506 5.27362
O 7.38861 20.81792 5.32831
O 7.67049 18.75406 6.17117
H 7.97034 15.48055 5.64840
H 6.96589 16.48722 4.66198
H 6.68173 16.37549 6.41015
H 9.13703 17.37738 6.59736
H 8.98921 17.40827 3.66660
H 10.27808 17.97147 4.73733
```

Output
- multiplicity = 1
- E_HOMO (eV) = -9.99
- gap between HOMO and LUMO (eV) = 9.608
- energy above the lowest of the compared OMol25 structures with the same formula, charge and spin (kcal/mol) = 29.5
- LUMO energy (eV) = -0.39
- total charge = 0